Record 1
Formula: C6H9N
Source: the Open Molecules 2025 dataset
Level of theory: the ωB97M-V functional and the def2-TZVPD basis

Structure (XYZ):
```
16
Properties=species:S:1:pos:R:3:forces:R:3
C 1.648127 0.835156 -0.240524 -0.254 0.322 0.150
C 1.089375 -0.346724 0.487037 -0.254 0.066 0.540
C -0.445444 -0.329319 0.877382 0.578 -0.568 -0.255
C -1.014701 -1.070863 -0.366011 -0.158 -0.014 0.263
C -0.183439 -0.358725 -1.359374 -0.594 -0.124 -1.043
C -1.007960 1.013618 0.782235 -0.467 0.607 0.908
N 1.117764 -0.325966 -0.945503 0.783 -0.293 -0.229
H 2.719993 0.992694 -0.323437 -0.181 -0.019 0.060
H 0.976756 1.699635 -0.261680 0.374 -0.089 0.009
H 1.747293 -1.041414 1.000979 -0.093 0.058 -0.053
H -0.556886 -0.831958 1.851203 -0.133 0.189 -0.191
H -0.841815 -2.154088 -0.302658 0.052 0.078 -0.125
H -2.085946 -0.897064 -0.513422 0.137 -0.057 0.120
H -0.434660 -0.116244 -2.387034 0.018 -0.057 0.181
H -0.974994 1.665688 1.656430 0.197 0.025 -0.295
H -1.753464 1.265571 0.044372 -0.006 -0.126 -0.041
```
Positions in Å, forces in eV/Å.

Output
HOMO energy (spin up / spin down) = -6.825 / -7.950 eV



Record 2
Formula: C6H9N2
Source: the Open Molecules 2025 dataset
Level of theory: the ωB97M-V functional and the def2-TZVPD basis

Structure (XYZ):
```
17
Properties=species:S:1:pos:R:3:forces:R:3
H 1.980398 0.503786 0.525548 -0.244 -0.176 -0.266
N 1.367534 0.910837 1.224678 0.898 0.514 0.447
C 0.134166 0.719530 1.158954 -0.620 -0.327 -0.540
C -0.789071 1.262027 2.188853 -0.085 0.162 0.290
C -0.506252 -0.094520 0.053240 -0.028 -0.278 0.901
C -1.339814 -1.107030 0.208382 0.048 0.209 -0.279
N -0.028382 0.272420 -1.256247 0.218 0.199 -0.513
C 0.732134 -0.445479 -1.948968 -0.347 0.250 0.177
C 1.489295 -1.216183 -2.622711 0.423 -0.414 -0.507
H -1.701558 1.648708 1.738820 -0.049 0.022 0.024
H -0.281573 2.044790 2.748711 -0.029 -0.059 0.006
H -1.064337 0.469760 2.885742 -0.091 -0.034 0.053
H -1.704329 -1.682155 -0.626071 -0.068 -0.077 -0.182
H -1.694606 -1.386229 1.184337 0.020 0.008 0.228
H -0.257376 1.222341 -1.567923 0.149 -0.193 -0.074
H 2.566713 -1.221930 -2.532122 0.123 0.229 0.238
H 1.097057 -1.900673 -3.363225 -0.319 -0.035 -0.004
```
Positions in Å, forces in eV/Å.

Output
SMILES string = [H]/N=C(/C)C(=C)[NH+]=C=C
Charge = +1
HOMO energy = -13.874 eV



Record 3
Formula: C6H9N2O2
Source: the Open Molecules 2025 dataset
Level of theory: the ωB97M-V functional and the def2-TZVPD basis

Structure (XYZ):
```
19
Properties=species:S:1:pos:R:3:forces:R:3
C 3.239030 1.143343 0.875638 -0.133 0.521 1.038
C 1.037606 -1.638322 0.487368 0.365 -0.025 -0.050
C 0.900040 0.480698 0.048888 0.114 0.078 0.523
C 2.129666 0.192879 0.588973 -0.057 0.113 -0.754
N 0.208250 -0.701121 -0.013276 -0.163 0.083 -0.342
N 2.216851 -1.152837 0.819442 0.102 0.045 0.642
H -0.591487 -0.839018 -0.738628 -0.281 -0.234 0.571
H 0.769107 -2.657612 0.718977 -0.203 -0.047 -0.551
H 0.391696 1.426848 -0.081676 0.214 -0.097 -0.461
H 3.309740 1.297081 1.961937 0.144 -0.178 -0.022
H 3.006307 2.143377 0.506513 0.065 -0.089 -0.358
H 4.235476 0.841928 0.552083 -0.178 -0.168 -0.267
C -3.062406 0.495723 -0.473649 0.538 -0.011 -0.578
C -2.902420 -0.829340 -1.210964 -0.636 -0.835 -0.483
O -1.761803 -1.129732 -1.686660 0.329 0.308 0.305
O -3.928158 -1.522413 -1.333857 0.135 0.191 0.085
H -2.416917 0.524120 0.399339 -0.289 -0.116 0.476
H -4.122496 0.645620 -0.312140 0.027 0.199 0.487
H -2.658082 1.278775 -1.108299 -0.092 0.262 -0.262
```
Positions in Å, forces in eV/Å.

Output
Charge = -1
HOMO energy = -4.831 eV



Record 4
Formula: C6H9N2O2
Source: the Open Molecules 2025 dataset
Level of theory: the ωB97M-V functional and the def2-TZVPD basis

Structure (XYZ):
```
19
Properties=species:S:1:pos:R:3:forces:R:3
C -0.777008 -0.308618 2.745372 2.447 0.561 2.850
C -1.342631 0.277173 1.568206 -1.000 1.743 -3.490
C -3.011828 1.003899 0.269068 3.158 -0.046 -0.402
C -0.696338 0.584300 0.336768 -4.155 0.199 1.038
N -2.693311 0.624571 1.501306 -0.820 -0.876 -0.507
N -1.760365 1.068757 -0.445128 -2.173 -1.262 2.773
H -4.031520 1.144349 -0.271668 2.140 0.016 1.455
H -0.288188 -1.265837 2.650802 -0.322 -0.601 -0.350
H -1.323618 -0.266994 3.684548 -1.048 -0.400 -0.463
H -1.780892 1.455925 -1.325725 0.760 0.532 -2.291
H 0.250455 0.371795 -0.098560 -0.042 0.082 -0.021
H 0.067378 0.305745 3.123952 0.077 0.014 -0.605
C 2.224962 -0.098468 -0.277856 1.027 0.245 -2.404
C 2.375812 -0.822914 -1.683426 -2.121 0.410 2.034
O 3.537451 -0.858527 -2.058213 1.236 -0.244 -1.356
O 1.315160 -1.340989 -2.078890 -0.172 -0.268 -1.035
H 1.782307 -0.665050 0.436279 -1.276 -2.277 2.063
H 1.816279 0.853527 -0.136205 -0.515 1.724 -0.686
H 3.224839 -0.002862 -0.108649 2.799 0.449 1.396
```
Positions in Å, forces in eV/Å.

Output
Charge = -1
HOMO energy = -3.970 eV



Record 5
Formula: C6H9N2O2
Source: the Open Molecules 2025 dataset
Level of theory: the ωB97M-V functional and the def2-TZVPD basis

Structure (XYZ):
```
19
Properties=species:S:1:pos:R:3:forces:R:3
C 1.520087 -2.122012 3.333562 -0.788 0.807 1.832
C 0.959909 -1.048550 2.397809 -1.134 0.435 -0.333
O 1.088590 -1.243203 1.149578 0.866 -1.094 0.158
O 0.331226 -0.101400 2.894993 0.316 -0.030 0.302
H 1.166221 -3.115849 3.087276 0.506 -0.232 -0.467
H 1.120433 -1.930595 4.365393 0.117 0.008 -0.860
H 2.586913 -1.998452 3.481309 0.357 -0.475 -0.528
C -2.645916 1.353871 -2.451605 -2.730 0.457 -2.523
C 0.792048 0.624652 -1.967517 -0.832 0.010 0.582
C -1.005281 0.552749 -0.718534 0.959 0.840 -0.666
C -1.292146 1.132999 -1.952276 0.010 -1.313 1.657
N 0.337799 0.266524 -0.739137 0.041 -0.710 -0.350
N -0.174597 1.136970 -2.710109 0.650 0.433 -0.967
H 0.750630 -0.468913 -0.020299 -0.206 1.327 0.153
H 1.822869 0.534500 -2.275247 -0.071 -0.146 0.025
H -1.540879 0.512086 0.210478 -0.287 -0.378 0.029
H -2.806947 1.074873 -3.534076 0.893 0.061 0.726
H -3.131792 2.346865 -2.485886 0.831 0.217 0.508
H -3.451426 0.747217 -2.028165 0.502 -0.220 0.722
```
Positions in Å, forces in eV/Å.

Output
Charge = -1
HOMO energy = -4.586 eV



Record 6
Formula: C6H9N2O2
Source: the Open Molecules 2025 dataset
Level of theory: the ωB97M-V functional and the def2-TZVPD basis

Structure (XYZ):
```
19
Properties=species:S:1:pos:R:3:forces:R:3
C 0.945583 1.672989 0.501183 -2.395 -1.901 -1.608
C -0.027807 0.865234 0.063267 0.185 -0.893 0.168
N -1.227871 1.448919 -0.354820 -0.319 1.433 -0.351
C -2.422707 0.966926 -0.081203 -2.011 -0.667 0.007
N -2.630410 -0.322085 -0.038155 2.403 -2.307 0.982
O -3.842910 -0.930390 0.248987 -0.461 2.843 -2.270
C -1.449407 -1.196878 -0.113740 -0.075 4.094 0.069
C -0.207208 -0.626850 -0.047317 0.583 -0.503 0.828
O 0.772784 -1.533090 0.055981 0.704 0.063 0.668
C 2.241160 -1.369238 -0.095068 -1.207 0.804 -2.617
H 0.932780 2.680757 0.281065 -0.431 2.153 0.127
H 1.844312 1.281943 0.702018 3.186 -1.397 1.024
H -1.162131 2.449581 -0.540763 -0.315 -0.339 0.196
H -3.264030 1.616143 0.094610 -0.203 0.168 -0.318
H -3.809067 -1.614407 0.889822 1.086 -1.003 1.436
H -1.592853 -2.208072 -0.041964 -0.501 -2.221 -0.141
H 2.850055 -1.272436 0.805363 -0.694 0.311 0.080
H 2.368390 -0.597044 -0.906598 0.301 -0.257 1.346
H 2.501158 -2.268970 -0.638219 0.165 -0.380 0.374
```
Positions in Å, forces in eV/Å.

Output
SMILES string = C=C1[NH+]=CN(O)C=C1OC
Charge = +1
HOMO energy = -12.542 eV



Record 7
Formula: C6H9N2O2P
Source: the Open Molecules 2025 dataset
Level of theory: the ωB97M-V functional and the def2-TZVPD basis

Structure (XYZ):
```
20
Properties=species:S:1:pos:R:3:forces:R:3
C -1.332819 -0.523847 2.577042 0.614 0.878 -1.692
C 2.015280 1.449690 -1.981584 -2.270 0.421 -1.082
C -0.589799 -0.434123 1.452250 -0.189 0.486 1.356
C 0.639929 1.438930 -2.113701 3.298 0.199 0.574
C -2.641559 -1.214701 2.214018 1.870 -1.366 2.315
C 2.671390 0.536077 -1.051875 0.820 0.419 -0.236
N -1.230490 -0.978741 0.393742 0.198 -0.307 -1.671
N -0.080106 0.764664 -1.209116 -0.237 0.721 0.053
O -2.485690 -1.420249 0.812003 -1.771 -0.446 0.002
O 1.958001 0.444533 0.063358 -0.088 -0.248 0.934
P -1.252235 -0.320452 -1.233908 0.248 -1.565 0.175
H -0.959429 -0.024661 3.441765 -0.402 -0.204 0.834
H 2.674409 1.963230 -2.650367 -0.165 0.376 -0.576
H 0.378936 -0.006672 1.227346 -0.147 0.002 0.469
H 0.385630 1.992790 -2.999597 -1.346 -0.126 -0.269
H -2.577894 -2.213925 2.811657 -0.540 1.034 -1.362
H -3.582218 -0.749273 2.537876 0.201 0.269 -0.613
H 2.868093 -0.399275 -1.568725 0.405 -0.538 0.052
H 3.601090 1.137301 -0.947043 0.214 -0.633 0.802
H -0.460520 -1.441295 -1.775142 -0.712 0.627 -0.063
```
Positions in Å, forces in eV/Å.

Output
HOMO energy (spin up / spin down) = -7.310 / -7.451 eV



Record 8
Formula: C6H9N2O2S
Source: the Open Molecules 2025 dataset
Level of theory: the ωB97M-V functional and the def2-TZVPD basis

Structure (XYZ):
```
20
Properties=species:S:1:pos:R:3:forces:R:3
C -2.489287 1.097797 -0.245865 0.351 -0.680 -0.693
C -1.858930 1.829852 -1.323575 1.774 0.438 -1.108
C 0.662753 -0.522463 1.450894 0.201 0.134 -2.793
C -0.760791 -1.212024 1.257997 3.996 -1.738 -0.178
C -0.594215 -0.569404 -1.307876 1.128 0.930 1.573
C 2.250657 0.111540 -0.466883 1.428 0.021 -0.258
N -1.439650 0.500512 -0.985480 1.260 -0.685 -2.153
N 0.962738 0.263349 0.237106 0.216 -1.218 -1.162
O -3.176784 0.777966 0.619527 -1.715 -0.036 1.965
O -1.467919 2.677145 -2.040883 -0.747 0.100 0.275
S -0.710586 -1.960830 -0.375082 -0.402 -0.476 0.352
H 0.660704 0.167480 2.292502 0.058 -0.544 0.387
H 1.436642 -1.296187 1.396763 -0.190 0.210 0.995
H -0.746354 -2.025134 1.959797 -0.573 -0.486 0.311
H -1.418130 -0.500685 1.518512 -3.152 2.050 0.338
H 0.180998 -0.669352 -2.150317 -2.006 0.866 0.711
H 2.810780 -0.800313 -0.129142 -0.431 1.100 0.381
H 2.215167 -0.129687 -1.568108 -0.633 0.699 0.880
H 2.860187 1.063743 -0.345462 -0.485 -1.418 -0.106
H 0.622019 1.196697 0.205576 -0.079 0.734 0.280
```
Positions in Å, forces in eV/Å.

Output
Charge = +1
HOMO energy (spin up / spin down) = -13.918 / -13.919 eV



Record 9
Formula: C6H9N2OS
Source: the Open Molecules 2025 dataset
Level of theory: the ωB97M-V functional and the def2-TZVPD basis

Structure (XYZ):
```
19
Properties=species:S:1:pos:R:3:forces:R:3
H 1.697433 -0.057580 0.636451 -0.047 -1.186 -0.463
N 0.845707 -0.528717 0.309700 0.184 0.473 -0.453
C 0.708695 -1.164968 -0.751565 1.377 1.252 0.069
C 1.562571 -1.864522 -1.816564 -2.094 1.308 -0.943
O -0.611057 -1.308283 -1.217149 -1.734 -0.435 -0.808
S -1.976510 -0.706827 -0.624475 1.758 0.979 1.204
N -2.250433 -1.534157 0.730360 -0.221 -1.442 1.844
C -2.019516 -0.856005 1.820760 0.259 1.654 -2.336
C -1.547428 0.518689 1.632462 -1.160 -0.556 -1.015
C -1.436100 0.829129 0.354551 -0.237 -1.853 -0.247
C -1.223404 2.019157 -0.374912 0.662 2.388 -0.582
H 2.458022 -1.368746 -2.188558 -0.291 0.470 0.270
H 0.838948 -2.113381 -2.656419 1.334 0.165 0.921
H 1.870454 -2.723934 -1.330089 0.708 -2.115 0.667
H -2.202736 -1.163156 2.804342 -0.388 -1.273 1.086
H -1.503698 1.279642 2.352355 0.333 0.549 1.249
H -1.018360 2.898460 0.274674 -0.195 -0.596 -0.489
H -0.481477 1.974489 -1.162814 0.756 -0.307 0.138
H -2.081841 2.193170 -0.990574 -1.005 0.523 -0.111
```
Positions in Å, forces in eV/Å.

Output
SMILES string = [H]/N=C(\C)OS1#[N+]C=CC=1C
Charge = +1
HOMO energy = -13.896 eV



Record 10
Formula: C6H9N2P2
Source: the Open Molecules 2025 dataset
Level of theory: the ωB97M-V functional and the def2-TZVPD basis

Structure (XYZ):
```
19
Properties=species:S:1:pos:R:3:forces:R:3
C 1.996109 1.887612 -2.818473 -0.520 1.813 1.195
C 1.178578 1.883748 -1.770976 -0.538 -1.645 0.036
C 0.705761 2.349818 -0.444952 -0.436 2.257 -1.603
P 1.503627 1.591344 0.939953 0.527 -0.387 1.760
C 0.534155 0.222613 1.196803 -1.264 0.048 -0.479
C -0.447450 -0.076550 0.156846 0.255 0.150 -0.749
N -1.353959 -1.062170 0.023946 3.434 1.728 3.161
C -1.548466 -2.164829 0.988602 -1.406 -2.725 -1.526
N -0.560563 -2.216448 1.973679 -0.695 0.767 -0.683
P -0.538058 1.245465 -1.197167 -0.675 0.143 -0.510
H 1.706971 1.646638 -3.822649 -0.075 -1.004 -0.088
H 2.860087 2.552129 -2.752018 0.046 -0.263 0.039
H 0.426867 3.492335 -0.453373 0.764 -2.202 0.527
H 0.474323 -0.370297 2.125263 0.951 0.513 -0.919
H -2.045247 -0.837684 -0.595966 -2.243 0.084 -2.205
H -2.642574 -2.253925 1.345909 1.571 0.766 -0.519
H -1.413499 -3.088601 0.326055 -0.343 1.053 0.896
H -0.028806 -3.043667 1.962752 0.551 -0.751 0.660
H -0.807856 -1.757530 2.815766 0.097 -0.345 1.006
```
Positions in Å, forces in eV/Å.

Output
SMILES string = C=C1[C@@H]2P=C/C(=[NH+]\CN)P12
Charge = +1
HOMO energy (spin up / spin down) = -12.894 / -12.894 eV



In kcal/mol, the relative energy (zero: lowest compared OMol25 entry of this formula, charge and spin) values for the records above are, in order, 113.2 89.5 8.6 64.3 16.6 110.3 187.5 75.2 47.0 37.9.
In Ha, the E_tot values for the records above are, in order, -288.60159 -343.17881 -494.10903 -494.02020 -494.09619 -493.62655 -835.09083 -891.79425 -816.60091 -1025.86094.